DFT (ωB97M-V with the def2-TZVPD basis set) results for a 5-piece molecular cluster, C23H42Cl2INO13 overall in a non-equilibrium geometry.

Last column: Löwdin charge in e.
CARTESIAN COORDINATES (ANGSTROEM)
C (2.1154, -0.6708, 0.2515)  -0.140
C (0.6760, -1.4358, -0.0265)  -0.250
C (-0.6286, -0.4434, -0.0282)  -0.584
Cl (-0.4558, 1.0667, -1.1058)  0.553
C (-2.0343, -1.1951, -0.5335)  -0.636
Cl (-1.9050, -2.3907, -1.9728)  0.624
C (-3.3665, -0.1967, -0.6888)  -0.185
C (-3.5173, 0.1957, 0.9289)  -0.716
I (-5.3689, 1.2904, 1.5012)  0.712
N (-3.2015, -1.0856, 1.7292)  0.014
C (-2.5963, -2.0679, 0.7515)  -0.315
O (-2.4972, -3.3991, 0.7469)  -0.047
H (2.4825, -0.7625, 1.3681)  0.080
H (2.0892, 0.4825, 0.0089)  0.056
H (2.8985, -1.1362, -0.5180)  0.092
H (0.7869, -2.1144, -0.9733)  0.100
H (0.5290, -2.1746, 0.8996)  0.133
H (-0.7405, -0.0398, 1.0896)  0.133
H (-4.2112, -1.0150, -0.8821)  0.106
H (-3.2484, 0.6756, -1.4602)  0.123
H (-2.7171, 1.0734, 1.0358)  0.081
H (-4.0712, -1.6213, 2.0204)  0.133
C (0.3641, -6.7513, -0.8911)  -0.065
C (0.0919, -5.8541, -2.0862)  -0.218
O (1.3180, -5.4550, -2.7143)  0.019
C (1.9007, -6.3865, -3.5096)  -0.549
O (1.4737, -7.5089, -3.7339)  0.106
O (3.0568, -5.8667, -3.9925)  -0.009
C (3.8196, -6.7824, -4.7728)  -0.055
H (1.0651, -6.2720, -0.2003)  0.081
H (-0.5635, -6.9766, -0.3578)  0.082
H (0.8204, -7.6969, -1.2003)  0.074
H (-0.4013, -4.9381, -1.7459)  0.087
H (-0.5774, -6.3330, -2.8092)  0.127
H (3.2171, -7.2194, -5.5773)  0.097
H (4.2325, -7.5650, -4.1300)  0.099
H (4.6494, -6.2333, -5.2266)  0.094
C (-9.2651, 2.1737, -3.6264)  -0.070
C (-8.5345, 1.6856, -4.8655)  -0.218
O (-7.2346, 1.1833, -4.5265)  0.022
C (-7.2083, -0.0603, -3.9857)  -0.546
O (-8.1778, -0.7728, -3.7741)  0.108
O (-5.9197, -0.3669, -3.6932)  -0.006
C (-5.7605, -1.6171, -3.0290)  -0.061
H (-8.6540, 2.8975, -3.0779)  0.081
H (-10.2151, 2.6426, -3.8974)  0.080
H (-9.4740, 1.3489, -2.9379)  0.075
H (-8.3798, 2.5265, -5.5488)  0.123
H (-9.1142, 0.9303, -5.4073)  0.125
H (-6.2428, -2.4288, -3.5855)  0.103
H (-6.1618, -1.5525, -2.0136)  0.094
H (-4.6907, -1.8346, -2.9655)  0.059
C (6.2354, -0.0235, 6.6671)  -0.069
C (5.5141, -0.8175, 5.5916)  -0.218
O (4.8350, 0.0575, 4.6805)  0.019
C (5.6179, 0.6602, 3.7512)  -0.547
O (6.8247, 0.5175, 3.6263)  0.111
O (4.8333, 1.4725, 3.0000)  -0.032
C (5.5515, 2.2419, 2.0400)  -0.046
H (5.5463, 0.6657, 7.1656)  0.082
H (6.6724, -0.6923, 7.4137)  0.080
H (7.0386, 0.5851, 6.2399)  0.075
H (4.7477, -1.4446, 6.0578)  0.123
H (6.1962, -1.4853, 5.0540)  0.125
H (6.1798, 1.6047, 1.4073)  0.100
H (6.1559, 2.9993, 2.5473)  0.105
H (4.8253, 2.7501, 1.3995)  0.088
C (2.2934, 8.9498, 1.9254)  -0.070
C (2.2270, 8.0031, 0.7393)  -0.218
O (2.8525, 6.7506, 1.0506)  0.021
C (2.1171, 5.8992, 1.8082)  -0.547
O (0.9901, 6.1048, 2.2323)  0.107
O (2.8608, 4.7884, 2.0386)  -0.015
C (2.2374, 3.8465, 2.9067)  -0.041
H (3.3251, 9.0593, 2.2746)  0.082
H (1.9021, 9.9347, 1.6562)  0.080
H (1.7115, 8.5688, 2.7705)  0.075
H (2.7832, 8.4342, -0.0990)  0.123
H (1.1968, 7.8496, 0.3998)  0.125
H (1.2334, 3.5832, 2.5548)  0.099
H (2.1981, 4.2472, 3.9236)  0.104
H (2.8458, 2.9379, 2.9156)  0.075

Atomic forces in eV per Å
0.28 0.33 -0.67
0.46 -0.28 0.92
-0.09 -1.01 0.28
0.16 -1.16 0.81
-0.98 0.15 1.85
0.19 1.74 1.47
0.29 -1.99 1.45
1.78 1.08 -1.90
1.05 -1.09 -0.40
-0.81 -2.07 -2.81
1.18 -4.20 -1.27
-1.07 8.24 1.10
-0.75 -0.04 -2.36
-0.19 -2.33 0.41
-1.56 0.98 2.01
-0.56 1.60 1.67
0.02 1.53 -2.07
-0.05 -0.89 -2.60
1.59 2.23 -0.07
-0.41 -1.81 1.69
-1.60 -2.27 0.48
1.15 1.31 0.07
0.23 -0.26 -0.02
-0.51 -0.24 0.46
0.59 -0.51 -0.91
-0.27 -0.49 0.23
0.61 1.62 0.22
-0.96 -0.19 0.37
0.32 -0.31 -0.40
-0.20 0.08 -0.05
0.09 0.10 -0.06
-0.16 0.12 -0.04
0.32 0.01 -0.19
0.29 -0.01 0.03
0.07 0.01 0.31
-0.17 -0.01 -0.15
-0.26 0.13 0.25
0.02 -0.17 0.30
-0.60 0.26 0.02
0.29 -1.06 0.24
-0.58 -0.08 0.21
1.43 0.97 -0.36
-0.91 0.39 -0.36
0.15 -0.59 0.11
-0.08 0.02 -0.20
0.12 -0.03 -0.01
-0.02 0.06 -0.21
0.31 -0.23 0.12
0.19 -0.02 0.22
-0.04 0.25 0.20
-0.14 -0.11 -0.17
-0.17 0.29 -0.17
0.17 0.30 -0.08
0.37 -0.26 0.52
0.35 0.42 -0.98
0.65 -0.06 0.25
-1.81 0.18 0.10
0.40 -0.82 0.66
0.29 0.35 -0.58
-0.01 -0.21 0.00
-0.09 0.04 -0.08
-0.08 -0.21 0.00
-0.10 0.25 -0.30
-0.07 0.28 -0.04
-0.05 0.12 0.30
0.04 -0.19 -0.11
-0.06 -0.17 0.31
-0.05 -0.11 0.33
-0.24 0.62 0.03
-0.48 -0.92 0.39
-0.41 0.35 0.27
1.59 -0.36 -0.67
-0.46 0.94 -0.42
-0.25 -0.58 0.33
-0.08 0.06 -0.19
0.07 -0.11 -0.02
-0.02 0.04 -0.21
0.08 -0.37 0.13
0.16 -0.14 0.20
0.17 0.23 0.13
-0.16 -0.03 -0.16
0.05 0.33 -0.13

Output
- Gap between HOMO and LUMO: 0.356 Ha
- Structure (SMILES): CC[C@@H](Cl)[C@]1(Cl)C[C@@H](I)NC1=O.CCOC(=O)OC.CCOC(=O)OC.CCOC(=O)OC.CCOC(=O)OC
- Energy: -85782.363 eV
- F_max: 0.16292 hartree/bohr